(1)
Computed, not measured: the molecule C2H2O3, with ωB97M-V/def2-TZVPD.

Properties
**F_max**: 8.1 eV/A
**Frontier orbital gap (alpha / beta)**: 8.567 / 8.568 eV
**Charge**: 0
**E**: -302.8688 Ha
**E_HOMO (alpha / beta)**: -9.105 / -9.104 eV

Cartesian coordinates (Å):
O 2.22 -0.40 0.23
C 1.13 0.06 -0.20
C -0.08 0.54 0.21
O -1.20 0.97 -0.03
O -2.36 -0.07 -0.42
H 2.05 -0.53 1.25
H -1.76 -0.57 -1.04

natural (NBO) population analysis, charges in e, atoms 1 to 6: -0.604, 0.210, 0.180, -0.244, -0.484, 0.495

---

(2)
Computed, not measured: a structure of composition C35H52BrMgN9O4PSSbSe, with ωB97M-V/def2-TZVPD.

Properties
**F_max**: 0.9 eV/A
**Frontier orbital gap**: 6.767 eV
**Charge**: 0
**E**: -8313.8934 Ha
**E_HOMO**: -7.266 eV

Cartesian coordinates (Å):
Mg 0.33 0.76 0.67
Br 4.50 2.33 -0.72
C 2.08 3.17 1.07
C 2.42 4.53 1.04
C 1.44 5.44 0.69
C 0.15 5.02 0.38
C -0.09 3.66 0.41
N 0.87 2.81 0.74
C -1.39 2.97 -0.01
O -2.34 3.65 -0.38
O -1.33 1.69 0.01
H 3.42 4.83 1.29
H 1.69 6.49 0.67
H -0.64 5.70 0.11
N 7.23 -2.19 3.78
C 6.31 -1.28 3.28
C 6.73 -0.21 2.48
C 5.82 0.73 2.03
C 4.48 0.61 2.33
C 4.06 -0.43 3.14
C 4.96 -1.37 3.61
S 3.32 1.87 1.71
O 2.19 1.80 3.33
O 4.12 2.95 2.29
N 2.37 0.73 0.89
C 2.51 -0.56 0.58
N 3.65 -1.24 0.39
C 3.54 -2.52 0.11
C 2.32 -3.19 -0.02
C 1.19 -2.40 0.07
N 1.27 -1.11 0.33
H 8.06 -2.29 3.22
H 6.84 -3.09 4.02
H 7.77 -0.11 2.23
H 6.16 1.56 1.43
H 3.01 -0.55 3.40
H 4.60 -2.16 4.25
H 4.47 -3.06 -0.03
H 2.27 -4.24 -0.23
H 0.19 -2.78 -0.10
Se 0.54 1.23 3.40
C 0.75 -0.44 4.22
N 0.87 -1.46 4.75
C -2.14 -4.05 1.55
C -3.12 -3.46 0.53
C -4.51 -4.00 0.86
C -2.70 -3.96 -0.86
Sb -2.80 -1.28 0.46
C -4.17 -0.59 -1.10
C -4.55 0.87 -0.85
C -3.38 -0.63 -2.41
C -5.44 -1.42 -1.26
C -3.71 -0.52 2.30
C -5.20 -0.78 2.46
C -3.44 0.98 2.40
C -2.96 -1.17 3.47
H -2.04 -5.12 1.37
H -2.51 -3.94 2.57
H -1.15 -3.61 1.52
H -4.46 -5.09 0.88
H -5.26 -3.72 0.12
H -4.85 -3.68 1.84
H -2.66 -5.06 -0.85
H -1.72 -3.60 -1.16
H -3.42 -3.68 -1.63
H -3.70 1.51 -0.65
H -5.27 0.96 -0.03
H -5.05 1.25 -1.75
H -2.51 0.04 -2.35
H -4.02 -0.28 -3.23
H -3.02 -1.63 -2.67
H -5.99 -1.53 -0.33
H -5.24 -2.41 -1.66
H -6.11 -0.91 -1.97
H -5.78 -0.34 1.65
H -5.55 -0.33 3.39
H -5.44 -1.84 2.50
H -3.90 1.57 1.61
H -2.37 1.20 2.37
H -3.84 1.34 3.35
H -3.16 -2.24 3.56
H -3.27 -0.70 4.40
H -1.87 -1.05 3.39
C 0.63 2.29 -5.23
N 0.97 2.87 -3.86
C 2.47 2.60 -3.58
N 2.75 1.22 -3.70
C 2.38 0.73 -5.01
N 0.96 0.92 -5.31
C 0.11 0.09 -4.44
P 0.32 0.45 -2.64
C 0.09 2.28 -2.79
C 2.15 0.46 -2.61
H 1.21 2.87 -5.95
H -0.44 2.47 -5.38
H 0.82 3.88 -3.88
H 2.69 2.95 -2.57
H 3.01 3.19 -4.32
H 2.62 -0.33 -5.07
H 2.96 1.26 -5.77
H 0.36 -0.96 -4.62
H -0.93 0.21 -4.73
H 0.36 2.77 -1.86
H -0.95 2.54 -3.02
H 2.51 -0.57 -2.65
H 2.54 0.86 -1.66

natural (NBO) population analysis, charges in e, atoms 1 to 6: 1.741, -0.674, 0.115, -0.166, -0.189, -0.225

---

(3)
Computed, not measured: a structure of composition C27H35BrCl2NOSSe2Yb, with ωB97M-V/def2-TZVPD.

Properties
**F_max**: 3.1 eV/A
**Frontier orbital gap (alpha / beta)**: 7.284 / 6.673 eV
**Charge**: +2
**E**: -11033.5122 Ha
**E_HOMO (alpha / beta)**: -13.185 / -13.184 eV
**2S+1**: 2

Cartesian coordinates (Å):
Yb 0.43 0.05 -0.07
C 0.67 -0.76 3.82
C -0.27 -0.90 2.62
C -0.25 -2.09 1.85
C 0.48 -3.30 2.32
C -1.21 -2.20 0.81
C -1.12 -3.49 0.08
C -2.18 -1.22 0.59
C -3.31 -1.48 -0.35
C -2.16 -0.04 1.37
C -3.28 0.93 1.32
C -1.17 0.17 2.38
C -1.35 1.40 3.25
H 0.89 0.30 4.12
H 1.68 -1.17 3.59
H 0.31 -1.28 4.71
H -0.32 -3.92 2.74
H 1.15 -3.03 3.14
H 1.03 -3.89 1.65
H -1.51 -4.34 0.66
H -0.10 -3.76 -0.05
H -1.65 -3.46 -0.82
H -2.99 -2.01 -1.27
H -3.72 -0.59 -0.78
H -4.16 -2.07 -0.01
H -3.81 0.85 2.31
H -4.13 0.85 0.63
H -2.99 1.96 1.18
H -2.15 1.26 3.93
H -1.69 2.27 2.77
H -0.49 1.72 3.77
C -0.59 4.51 2.31
Se -0.40 3.49 0.58
C 1.42 4.03 0.10
C 2.51 3.60 1.02
Se 2.40 1.72 1.54
C 4.33 1.31 1.24
H -0.38 5.57 2.20
H -0.02 4.08 3.10
H -1.63 4.36 2.57
H 1.40 5.07 0.08
H 1.49 3.64 -0.94
H 2.43 4.23 1.94
H 3.46 3.77 0.49
H 4.94 1.69 2.07
H 4.68 1.73 0.35
H 4.48 0.21 1.26
Cl -0.16 -1.40 -2.37
C 1.09 -2.55 -2.60
C 0.97 -3.33 -3.75
C 1.93 -4.25 -3.99
C 3.12 -4.28 -3.13
C 3.11 -3.58 -1.97
Cl 4.49 -3.74 -0.94
C 2.11 -2.60 -1.67
S 2.32 -1.64 -0.16
H -0.04 -3.32 -4.23
H 1.82 -4.96 -4.79
H 3.94 -4.97 -3.38
O -2.41 2.16 -5.19
C -1.75 1.90 -4.07
C -2.44 1.82 -2.88
C -1.79 1.69 -1.73
N -0.41 1.45 -1.72
C 0.25 1.52 -2.91
Br 2.13 1.11 -2.61
C -0.39 1.72 -4.15
H -3.38 2.06 -5.18
H -3.52 2.03 -2.94
H -2.29 1.46 -0.82
H 0.17 1.93 -5.02

Mulliken population analysis, charges in e, atoms 1 to 6: 0.177, -2.405, 1.690, 0.919, -2.209, 1.080

---

(4)
Computed, not measured: a structure of composition C4H6N2O, with ωB97M-V/def2-TZVPD.

Properties
**F_max**: 4.4 eV/A
**Frontier orbital gap**: 8.496 eV
**Charge**: 0
**E**: -340.6165 Ha
**E_HOMO**: -9.148 eV

Cartesian coordinates (Å):
C -1.35 1.19 0.12
C 1.10 -0.13 -0.93
C 0.88 0.07 0.55
C -0.56 0.25 0.81
N -1.91 1.94 -0.58
N -1.30 -1.44 0.25
O -2.40 -1.39 -0.15
H 0.81 0.79 -1.52
H 0.40 -1.14 -1.25
H 2.21 -0.37 -1.16
H 1.22 -0.86 1.05
H 1.50 0.81 0.95
H -0.60 0.28 1.86

natural (NBO) population analysis, charges in e, atoms 1 to 6: 0.240, -0.603, -0.428, -0.296, -0.298, 0.243

---

(5)
Computed, not measured: a structure of composition C17H19B2N2O20Tl, with ωB97M-V/def2-TZVPD.

Properties
**F_max**: 6.3 eV/A
**Frontier orbital gap (alpha / beta)**: 7.100 / 3.206 eV
**Charge**: -1
**E**: -2495.9317 Ha
**E_HOMO (alpha / beta)**: -6.286 / -6.208 eV
**2S+1**: 2

Cartesian coordinates (Å):
Tl -0.12 1.92 2.71
N -3.42 2.65 1.91
O -3.20 1.51 2.30
O -4.25 2.99 1.14
O -2.64 3.48 2.31
O 3.43 5.03 -4.61
C 2.70 4.84 -3.63
O 2.60 5.57 -2.42
B 1.43 5.08 -1.74
O 0.61 4.29 -2.66
C 1.38 3.96 -3.67
O 1.02 3.17 -4.63
O 1.75 4.35 -0.48
C 1.02 4.93 0.51
O 0.91 4.47 1.68
C 0.23 6.14 -0.07
O 0.58 6.21 -1.34
O -0.60 6.87 0.46
O 0.32 -0.81 -4.44
C 1.31 -0.60 -3.79
O 1.60 0.48 -3.21
B 2.63 0.21 -2.18
O 3.13 -1.17 -2.41
C 2.29 -1.72 -3.27
O 2.15 -2.90 -3.56
O 2.00 0.20 -0.83
C 2.49 1.20 -0.14
O 2.18 1.49 1.02
C 3.63 1.89 -0.93
O 3.70 1.26 -2.12
O 4.36 2.80 -0.54
C -1.78 -1.74 3.73
C -1.14 -2.63 2.61
C -2.26 -3.72 2.33
C -2.17 -4.17 0.95
C -2.25 -3.18 -0.13
C -1.05 -2.19 0.03
N -0.92 -1.76 1.46
O 0.00 -0.87 1.75
C 0.22 -2.88 -0.52
C -1.49 -1.01 -0.85
C 0.02 -3.42 3.12
H -2.73 -1.37 3.35
H -1.22 -0.89 4.12
H -2.05 -2.41 4.54
H -2.19 -4.65 2.91
H -3.28 -3.35 2.48
H -3.08 -4.76 0.85
H -1.31 -4.81 0.75
H -3.22 -2.68 -0.14
H -2.23 -3.69 -1.09
H 0.15 -3.54 -1.38
H 0.95 -2.09 -0.70
H 0.71 -3.43 0.28
H -2.35 -0.42 -0.54
H -0.68 -0.30 -1.03
H -1.72 -1.37 -1.85
H 0.90 -2.88 3.48
H 0.40 -3.93 2.23
H -0.21 -4.18 3.86
H 0.73 -1.43 2.04

natural (NBO) population analysis, charges in e, atoms 1 to 6: 0.909, 0.730, -0.633, -0.458, -0.573, -0.534

---

(6)
Computed, not measured: a structure of composition CH2BrO2S, with ωB97M-V/def2-TZVPD.

Properties
**F_max**: 5.2 eV/A
**Frontier orbital gap**: 7.081 eV
**Charge**: -1
**E**: -3161.9769 Ha
**E_HOMO**: -3.751 eV

Cartesian coordinates (Å):
C 0.64 -0.18 -0.11
O -1.70 0.64 -0.89
O -1.61 -0.36 1.34
S -1.02 0.70 0.39
Br 2.07 -0.18 1.17
H 0.59 -1.22 -0.65
H 1.04 0.60 -1.24

natural (NBO) population analysis, charges in e, atoms 1 to 6: -0.743, -1.035, -1.052, 1.500, -0.054, 0.216

---

(7)
Computed, not measured: a structure of composition C13H7EuN3O3, with ωB97M-V/def2-TZVPD.

Properties
**F_max**: 10.0 eV/A
**Frontier orbital gap (alpha / beta)**: 5.456 / 5.626 eV
**Charge**: +2
**E**: -1599.2418 Ha
**E_HOMO (alpha / beta)**: -14.416 / -14.419 eV
**2S+1**: 8

Cartesian coordinates (Å):
O 5.98 -1.62 -5.26
C 5.59 -1.04 -4.36
Eu 3.73 1.21 -0.31
C 4.17 3.30 -1.63
C 5.64 0.80 0.97
O 4.29 4.35 -2.06
O 6.49 0.61 1.75
N -6.04 -3.47 0.63
C -5.08 -2.82 0.59
C -3.91 -1.94 0.58
C -2.72 -2.46 0.03
C -1.59 -1.67 -0.01
C -1.65 -0.38 0.50
C -2.83 0.12 1.04
C -3.95 -0.65 1.08
N -0.57 0.48 0.51
C -0.46 1.75 1.02
C 0.79 2.21 0.80
N 1.46 1.15 0.14
C 0.64 0.20 -0.03
H -2.67 -3.50 -0.37
H -0.65 -2.04 -0.41
H -2.88 1.14 1.44
H -4.89 -0.30 1.49
H -1.20 2.24 1.48
H 1.38 3.06 0.95
H 0.93 -0.71 -0.55

Mulliken population analysis, charges in e, atoms 1 to 6: -0.099, 0.103, 1.591, 0.102, 0.117, -0.024

---

(8)
Computed, not measured: a structure of composition C20H24ClDyNOP2, with ωB97M-V/def2-TZVPD.

Properties
**F_max**: 10.4 eV/A
**Frontier orbital gap (alpha / beta)**: 6.055 / 6.423 eV
**Charge**: +1
**E**: -2934.1057 Ha
**E_HOMO (alpha / beta)**: -9.446 / -9.605 eV
**2S+1**: 6

Cartesian coordinates (Å):
C -1.06 3.64 -0.99
C -0.96 2.27 -0.77
C 0.34 1.70 -0.73
C 1.45 2.43 -1.13
C 1.32 3.78 -1.41
C 0.07 4.40 -1.29
C 2.86 1.70 -1.18
C 2.64 0.14 -1.34
C 1.47 -0.42 -0.83
C 1.26 -1.82 -0.87
C 2.26 -2.63 -1.40
C 3.43 -2.07 -1.91
C 3.60 -0.69 -1.90
H -2.03 4.14 -0.97
H 2.22 4.33 -1.67
H 0.00 5.47 -1.46
H 3.11 1.91 -2.28
H 2.13 -3.71 -1.47
H 4.22 -2.70 -2.33
H 4.50 -0.20 -2.28
N 0.53 0.41 -0.15
Dy 0.25 0.31 1.79
C -2.20 1.41 -0.64
H -2.16 0.58 -1.37
H -3.10 2.01 -0.84
C -0.03 -2.44 -0.36
H -0.91 -1.90 -0.75
H -0.11 -3.50 -0.67
P -2.48 0.59 1.03
P -0.20 -2.45 1.52
C 1.18 -3.57 1.94
H 1.32 -3.53 3.03
H 0.98 -4.61 1.64
H 2.12 -3.24 1.47
C -1.63 -3.56 1.75
H -1.44 -4.57 1.35
H -1.82 -3.64 2.83
H -2.53 -3.15 1.28
C -3.48 1.90 1.84
H -4.52 1.92 1.45
H -3.50 1.68 2.91
H -3.01 2.88 1.70
C -3.81 -0.61 0.59
H -3.87 -1.36 1.40
H -4.79 -0.12 0.50
H -3.58 -1.13 -0.35
C 3.16 1.81 0.38
O 3.01 1.39 1.48
H 3.78 2.19 -1.29
Cl 0.00 2.59 2.78

Mulliken population analysis, charges in e, atoms 1 to 6: -0.778, -0.150, 1.168, -0.491, -0.802, -1.130

---

(9)
Computed, not measured: the molecule C2H4O4, with ωB97M-V/def2-TZVPD.

Properties
**F_max**: 0.9 eV/A
**Frontier orbital gap**: 10.686 eV
**Charge**: 0
**E**: -379.5757 Ha
**E_HOMO**: -10.326 eV

Cartesian coordinates (Å):
O -1.70 -0.87 1.09
C -1.15 -0.21 0.27
O -1.75 0.69 -0.50
C 0.37 -0.36 -0.06
O 1.07 -0.43 1.13
O 0.79 0.72 -0.86
H -1.09 1.09 -1.10
H 0.47 -1.26 -0.68
H 1.95 -0.82 0.98
H 1.04 1.45 -0.27

natural (NBO) population analysis, charges in e, atoms 1 to 6: -0.542, 0.734, -0.667, 0.258, -0.692, -0.737

---

(10)
Computed, not measured: a cluster of 3 separate species, C14H30O6S in total, with ωB97M-V/def2-TZVPD.

Properties
**F_max**: 6.2 eV/A
**Frontier orbital gap**: 9.321 eV
**Charge**: 0
**E**: -1400.7737 Ha
**E_HOMO**: -9.120 eV

Cartesian coordinates (Å):
C 4.01 1.44 0.22
C 3.09 2.61 0.22
C 1.77 2.66 1.21
C 0.47 2.08 0.40
C -0.66 3.22 0.05
C 0.68 1.36 -1.07
O -0.53 0.47 -1.14
S -0.27 -0.44 0.32
O 0.86 -1.45 -0.02
O -1.49 -1.09 1.00
O 0.07 0.93 1.28
H 5.16 1.64 0.05
H 3.65 0.31 0.33
H 3.27 3.52 -0.52
H 1.52 3.74 1.61
H 1.98 2.00 2.18
H -0.52 4.13 0.80
H -1.77 2.85 0.10
H -0.41 3.65 -1.03
H 0.67 2.02 -2.05
H 1.66 0.71 -1.25
C -4.44 0.22 0.68
C -4.76 1.15 1.83
O -6.08 1.69 1.78
C -7.15 0.75 1.82
C -7.16 -0.10 3.07
H -4.57 0.74 -0.28
H -3.40 -0.13 0.74
H -5.09 -0.66 0.67
H -4.07 2.01 1.80
H -4.59 0.66 2.80
H -7.13 0.13 0.91
H -8.08 1.33 1.77
H -6.26 -0.72 3.16
H -8.03 -0.78 3.06
H -7.22 0.53 3.96
C 5.75 -3.11 -3.21
C 5.43 -2.18 -2.05
O 4.11 -1.64 -2.10
C 3.04 -2.58 -2.07
C 3.03 -3.44 -0.81
H 5.62 -2.59 -4.16
H 6.79 -3.46 -3.14
H 5.10 -3.99 -3.21
H 6.12 -1.33 -2.08
H 5.60 -2.67 -1.09
H 3.06 -3.20 -2.97
H 2.11 -2.00 -2.11
H 3.93 -4.05 -0.72
H 2.16 -4.11 -0.82
H 2.97 -2.81 0.08

natural (NBO) population analysis, charges in e, atoms 1 to 6: -0.413, -0.229, -0.475, 0.254, -0.660, -0.173